Entry from the Open Molecules 2025 dataset: one molecule with the formula C4H5ClN2O in a non-equilibrium geometry (ωB97M-V with the def2-TZVPD basis set).

Last columns: bonded neighbours and bond lengths (Å).
Positions of all 13 atoms, in Å:
1 Cl 2.902 -0.810 -0.061  C5 1.711
2 O -2.031 -1.879 -0.017  C8 1.226
3 N -1.411 0.285 0.125  N4 1.418, C8 1.370, H12 1.020
4 N -0.488 1.221 -0.405  N3 1.418, C7 1.454, H11 1.031
5 C 1.232 -0.445 0.011  Cl1 1.711, C6 1.333, C7 1.532
6 C 0.317 -1.410 -0.081  C5 1.333, C8 1.493, H13 1.095
7 C 0.833 1.026 0.169  N4 1.454, C5 1.532, H9 1.114, H10 1.073
8 C -1.130 -1.048 -0.014  O2 1.226, N3 1.370, C6 1.493
9 H 1.556 1.627 -0.429  C7 1.114
10 H 0.895 1.297 1.205  C7 1.073
11 H -0.810 2.139 -0.064  N4 1.031
12 H -2.361 0.474 -0.195  N3 1.020
13 H 0.497 -2.478 -0.246  C6 1.095

Orbital gap = 9.452 eV
LUMO energy = 0.01861 Eh
Energy above the lowest of the compared OMol25 structures with the same formula, charge and spin = 32.7 kcal/mol
SMILES string = O=C1C=C(Cl)CNN1
HOMO = -8.95 eV
Net charge = 0
Total energy = -21778.0171 eV
Maximum force = 1.79 eV/Å

Per-atom Löwdin charges, elementary charge units: number 1, Cl, carries 0.7053; number 2, O, carries 0.0493; number 3, N, carries 0.0360; number 4, N, carries -0.0545; number 5, C, carries -0.6641; number 6, C, carries -0.0259; number 7, C, carries -0.2129; number 8, C, carries -0.4781; number 9, H, carries 0.1247; number 10, H, carries 0.1112; number 11, H, carries 0.1299; number 12, H, carries 0.1542; number 13, H, carries 0.1251